# 1
Here is C42H93BrF7INbO13S as an isolated structure in a non-equilibrium geometry from the Open Molecules 2025 dataset. Energies are from ωB97M-V with the def2-TZVPD basis set.

Computed properties:
Energy above the lowest of the compared OMol25 structures with the same formula, charge and spin = 139.7 kJ/mol
Highest occupied orbital energy = -0.1987 Eh
Orbital gap = 6.51 eV
2S+1 = 1
LUMO energy = 1.11 eV
Net charge = -1

CARTESIAN COORDINATES (ANGSTROEM)
C: 0.492 4.125 -0.033
C: 1.107 5.021 -1.134
C: 0.558 4.700 -2.530
C: -0.751 5.467 -2.812
C: -1.772 4.637 -3.615
C: -3.004 4.308 -2.773
C: -3.915 3.242 -3.413
C: -4.575 2.290 -2.420
C: -3.607 1.381 -1.637
C: -2.814 0.485 -2.608
C: -1.365 0.948 -2.786
C: -0.389 0.532 -1.674
Nb: 0.456 -1.556 -1.699
S: 1.441 -3.896 -1.800
Br: -0.531 -2.047 -4.055
I: -1.881 -2.707 -0.572
O: 1.209 -1.458 0.159
C: 1.253 -0.244 0.876
C: 0.042 -0.074 1.804
C: 0.034 1.318 2.470
C: 2.487 -0.791 -2.496
F: 3.119 -0.023 -1.578
F: 3.339 -1.850 -2.670
C: 2.532 -0.016 -3.846
F: 1.405 0.572 -4.212
F: 3.426 1.009 -3.706
C: 3.135 -0.811 -5.044
F: 2.573 -1.958 -5.251
F: 2.869 -0.053 -6.138
F: 4.422 -0.908 -4.981
H: 1.285 3.761 0.614
H: -0.162 4.717 0.601
H: -0.043 3.265 -0.427
H: 2.188 4.909 -1.123
H: 0.873 6.060 -0.904
H: 0.447 3.623 -2.647
H: 1.306 5.048 -3.242
H: -0.471 6.319 -3.428
H: -1.189 5.857 -1.896
H: -1.304 3.757 -4.048
H: -2.108 5.258 -4.448
H: -3.577 5.230 -2.670
H: -2.682 3.964 -1.789
H: -3.313 2.697 -4.138
H: -4.675 3.748 -4.007
H: -5.227 2.871 -1.762
H: -5.218 1.618 -2.990
H: -4.227 0.798 -0.957
H: -2.917 2.009 -1.071
H: -3.281 0.642 -3.581
H: -2.920 -0.576 -2.409
H: -1.431 2.040 -2.753
H: -1.068 0.713 -3.804
H: 0.457 1.233 -1.688
H: -0.892 0.732 -0.723
H: 0.321 -4.632 -1.897
H: 1.487 0.660 0.310
H: 2.094 -0.340 1.577
H: 0.194 -0.813 2.587
H: -0.876 -0.306 1.281
H: -0.913 1.801 2.260
H: 0.858 1.924 2.102
H: 0.156 1.244 3.547
C: -3.912 3.164 1.716
O: -2.910 3.486 2.666
C: -3.012 4.817 3.147
C: -3.666 4.882 4.512
O: -5.031 4.492 4.458
C: -5.245 3.170 4.921
H: -3.903 2.085 1.566
H: -4.906 3.460 2.062
H: -3.696 3.653 0.759
H: -3.555 5.445 2.434
H: -1.990 5.203 3.229
H: -3.643 5.921 4.859
H: -3.114 4.273 5.234
H: -5.161 3.134 6.010
H: -4.538 2.464 4.477
H: -6.256 2.873 4.640
C: -5.877 0.038 6.376
O: -5.655 1.056 7.343
C: -6.640 1.055 8.367
C: -6.122 0.401 9.631
O: -5.876 -0.981 9.432
C: -4.498 -1.253 9.242
H: -4.979 -0.052 5.766
H: -6.080 -0.928 6.844
H: -6.716 0.315 5.729
H: -7.556 0.566 8.021
H: -6.880 2.101 8.588
H: -6.884 0.490 10.412
H: -5.218 0.909 9.982
H: -3.961 -1.176 10.195
H: -4.050 -0.573 8.515
H: -4.404 -2.272 8.870
C: -0.352 -3.555 4.471
O: -0.152 -2.387 5.255
C: -1.270 -1.515 5.244
C: -2.089 -1.648 6.509
O: -2.714 -2.921 6.606
C: -2.039 -3.802 7.484
H: 0.443 -4.260 4.712
H: -1.315 -4.026 4.682
H: -0.293 -3.305 3.409
H: -1.892 -1.690 4.360
H: -0.881 -0.493 5.185
H: -2.890 -0.901 6.486
H: -1.470 -1.451 7.390
H: -2.216 -3.509 8.527
H: -0.964 -3.822 7.290
H: -2.442 -4.802 7.330
C: -0.902 1.757 10.540
O: -1.153 2.952 11.261
C: -0.576 4.099 10.653
C: -1.607 4.901 9.887
O: -2.094 4.182 8.766
C: -3.366 3.598 8.990
H: -1.558 0.983 10.937
H: -1.106 1.877 9.473
H: 0.138 1.442 10.678
H: 0.255 3.817 10.000
H: -0.174 4.722 11.460
H: -1.131 5.811 9.506
H: -2.427 5.201 10.546
H: -4.143 4.372 8.971
H: -3.406 3.063 9.942
H: -3.559 2.892 8.183
C: 5.229 -4.952 -8.146
O: 6.424 -4.270 -8.492
C: 6.496 -3.934 -9.868
C: 6.157 -2.477 -10.105
O: 4.800 -2.204 -9.808
C: 4.621 -1.577 -8.545
H: 5.155 -4.964 -7.060
H: 4.347 -4.455 -8.553
H: 5.266 -5.986 -8.509
H: 5.845 -4.585 -10.461
H: 7.531 -4.109 -10.185
H: 6.305 -2.251 -11.168
H: 6.823 -1.829 -9.527
H: 4.945 -0.533 -8.603
H: 5.182 -2.089 -7.761
H: 3.564 -1.594 -8.289
C: 8.664 -9.170 -10.308
O: 7.797 -8.665 -11.309
C: 7.595 -7.261 -11.210
C: 8.429 -6.508 -12.225
O: 9.819 -6.624 -11.954
C: 10.468 -7.568 -12.785
H: 8.942 -10.185 -10.589
H: 9.572 -8.569 -10.217
H: 8.150 -9.200 -9.342
H: 7.804 -6.908 -10.196
H: 6.537 -7.075 -11.420
H: 8.179 -5.444 -12.163
H: 8.201 -6.850 -13.239
H: 10.585 -7.164 -13.798
H: 9.922 -8.513 -12.832
H: 11.458 -7.755 -12.369

# 2
Here is C9H10N2O as an isolated structure in a non-equilibrium geometry from the Open Molecules 2025 dataset. Energies are from ωB97M-V with the def2-TZVPD basis set.

Computed properties:
Energy above the lowest of the compared OMol25 structures with the same formula, charge and spin = 443.0 kJ/mol
Highest occupied orbital energy (alpha / beta) = -0.3224 / -0.3224 Eh
Orbital gap (alpha / beta) = 8.74 / 8.74 eV
2S+1 = 1
LUMO energy (alpha / beta) = -0.03 / -0.03 eV
Net charge = 0

CARTESIAN COORDINATES (ANGSTROEM)
C: -2.538 -2.257 0.158
C: 3.159 0.357 1.275
C: 2.085 1.313 1.471
C: 2.824 -0.895 0.598
C: 0.828 1.044 0.932
C: 1.593 -1.048 0.003
C: 0.587 -0.104 0.189
C: -2.545 0.703 -1.489
C: -0.735 -0.345 -0.433
N: -3.486 -2.630 -0.340
N: -1.440 -1.838 0.665
O: -1.611 0.604 -0.385
H: 4.235 0.492 1.488
H: 2.246 2.234 2.135
H: 3.527 -1.678 0.394
H: 0.051 1.682 1.188
H: 1.299 -1.834 -0.771
H: -3.201 1.511 -1.394
H: -3.016 -0.150 -1.806
H: -1.899 1.143 -2.388
H: -0.590 -1.096 -1.365
H: -1.523 -1.476 1.666

# 3
Here is C17H16N3S6Ti as an isolated structure from the Open Molecules 2025 dataset. Energies are from ωB97M-V with the def2-TZVPD basis set.

Computed properties:
Energy above the lowest of the compared OMol25 structures with the same formula, charge and spin = 0.0 kJ/mol
Highest occupied orbital energy = -0.1136 Eh
Orbital gap = 5.35 eV
2S+1 = 1
LUMO energy = 2.25 eV
Net charge = -1

CARTESIAN COORDINATES (ANGSTROEM)
Ti: 2.467 -0.460 0.416
S: -1.091 -1.496 -2.494
C: -1.731 -1.785 -0.905
C: -2.982 -2.264 -0.530
C: -3.242 -2.429 0.819
C: -2.267 -2.129 1.778
C: -1.026 -1.650 1.406
C: -0.760 -1.466 0.051
N: 0.416 -0.973 -0.480
C: 0.401 -0.930 -1.778
C: 1.536 -0.444 -2.531
C: 1.491 -0.326 -3.922
C: 2.591 0.164 -4.598
C: 3.720 0.536 -3.868
C: 3.750 0.416 -2.487
C: 2.663 -0.084 -1.762
H: -3.730 -2.511 -1.272
H: -4.206 -2.808 1.134
H: -2.485 -2.290 2.826
H: -0.243 -1.448 2.125
H: 0.601 -0.613 -4.475
H: 2.575 0.262 -5.676
H: 4.587 0.926 -4.390
H: 4.645 0.716 -1.954
S: 2.998 0.568 2.608
S: 4.257 0.945 0.986
S: 2.381 -2.605 1.490
S: 3.314 -2.460 -0.354
S: 1.184 1.965 -0.118
C: -0.157 1.857 0.921
N: 0.006 1.737 2.237
C: -1.077 1.521 3.177
C: -2.353 2.149 2.641
C: -2.602 1.665 1.222
N: -1.411 1.915 0.428
H: 0.991 1.581 2.514
H: -0.795 1.970 4.130
H: -1.228 0.450 3.349
H: -2.249 3.237 2.639
H: -3.198 1.890 3.281
H: -3.439 2.199 0.771
H: -2.844 0.596 1.224
H: -1.457 1.908 -0.577

# 4
Here is C14H19Cl3F12HfNO13S4 as an isolated structure in a non-equilibrium geometry from the Open Molecules 2025 dataset. Energies are from ωB97M-V with the def2-TZVPD basis set.

Computed properties:
Highest occupied orbital energy (alpha / beta) = -0.3322 / -0.3333 Eh
Orbital gap (alpha / beta) = 2.52 / 2.55 eV
2S+1 = 2
LUMO energy (alpha / beta) = -6.52 / -6.52 eV
Net charge = 0
Expectation value of S² = 0.794

CARTESIAN COORDINATES (ANGSTROEM)
Hf: 2.515 1.004 -1.557
C: -0.513 -1.378 -5.820
F: -0.261 -2.500 -6.471
F: 0.460 -0.560 -6.142
F: -1.712 -0.881 -6.212
S: -0.197 -1.619 -3.907
O: 1.246 -1.701 -3.574
O: -0.406 -0.290 -3.203
O: -0.988 -2.702 -3.352
C: 4.500 -4.229 0.707
F: 5.723 -4.527 0.164
F: 3.587 -4.694 -0.150
F: 4.321 -4.764 2.020
S: 4.402 -2.291 0.754
O: 3.027 -1.838 0.711
O: 5.187 -1.737 1.853
O: 4.782 -1.813 -0.587
C: -1.149 4.907 -4.072
F: -1.948 3.857 -3.857
F: -1.198 5.233 -5.388
F: -1.511 5.906 -3.298
S: 0.627 4.499 -3.472
O: 1.120 3.263 -4.064
O: 1.585 5.627 -3.661
O: 0.599 4.012 -2.068
C: 6.279 3.434 -5.365
F: 5.131 3.937 -5.675
F: 6.953 2.912 -6.427
F: 7.046 4.437 -4.809
S: 6.007 1.950 -4.080
O: 7.208 1.151 -3.885
O: 5.469 2.539 -2.828
O: 4.810 1.209 -4.389
C: -5.746 -4.258 -5.123
Cl: -6.405 -5.019 -3.722
Cl: -6.883 -3.327 -6.076
Cl: -5.173 -5.603 -6.126
H: -4.921 -3.656 -4.742
C: -0.789 -1.810 4.021
C: -1.841 -0.919 3.373
C: -3.230 -1.087 4.138
C: -3.346 -0.600 5.549
C: -2.910 0.921 5.540
C: -1.527 1.178 4.820
N: -1.519 0.489 3.492
O: -0.595 1.018 2.545
C: -1.539 2.743 4.786
C: -0.451 0.907 5.860
C: -2.035 -1.524 1.991
H: -0.894 -1.953 5.096
H: 0.221 -1.497 3.753
H: -0.897 -2.844 3.696
H: -4.092 -0.813 3.530
H: -3.417 -2.153 4.269
H: -2.682 -1.249 6.121
H: -4.363 -0.636 5.938
H: -2.707 1.056 6.603
H: -3.802 1.515 5.340
H: -0.578 3.157 4.480
H: -2.318 3.170 4.155
H: -1.561 3.104 5.814
H: -0.575 1.342 6.852
H: -0.496 -0.169 6.029
H: 0.484 1.169 5.366
H: -1.075 -1.518 1.474
H: -2.665 -0.929 1.329
H: -2.371 -2.559 1.935